Entry 1:
This record from the OMol25 dataset describes a cluster of 2 separate species, C17H19NO6S in total in a non-equilibrium geometry. The level of theory is the ωB97M-V functional and the def2-TZVPD basis.

Geometry (Å):
H1 -1.97355 1.90428 1.98638
C1 2.05304 -1.46256 2.11712
H2 -4.34251 2.58521 1.36872
O1 6.37110 0.00038 -1.12183
H3 -4.76213 -4.17385 0.17754
C2 5.22343 -0.80908 -1.21953
S1 -4.50884 -2.31709 -1.32051
C3 -3.64855 2.26339 0.55550
H4 -3.28096 1.84169 -3.01594
O2 -5.01607 -0.92062 -1.30152
C4 2.60081 -0.78831 -0.37490
C5 3.98478 -0.10706 -0.55204
H5 1.96357 -0.63875 -1.29566
H6 0.91831 1.52594 -0.28795
H7 2.13875 0.59791 1.37604
C6 4.44845 2.56745 1.47821
H8 2.79428 -1.90113 -0.32839
C7 4.44990 1.13563 -0.23489
C8 -2.99996 1.83150 -1.93194
O3 3.70890 2.17213 0.37648
H9 -0.88332 1.18860 -2.29350
H10 0.28199 1.73214 1.43019
H11 -5.03837 -2.61222 1.00694
H12 -6.28656 -3.28932 -0.06667
N1 4.90600 3.27652 2.25952
O4 0.40963 -0.26562 0.65623
C9 -2.27191 1.87271 0.91112
C10 -5.21406 -3.18441 0.09469
C11 -4.00623 2.24813 -0.86367
H13 1.09364 -1.78847 2.59231
H14 -2.19968 -1.73488 -1.39854
H15 -2.79896 -1.75900 0.27702
O5 6.62993 2.23458 -0.72147
H16 -2.44753 -3.29315 -0.57550
C12 5.93525 1.27496 -0.70051
C13 -2.82179 -2.27387 -0.68474
H17 2.65154 -2.35102 1.78757
C14 1.82974 -0.39903 0.94936
C15 -1.63386 1.46186 -1.50690
C16 0.16703 1.13951 0.46969
C17 -1.24636 1.47369 -0.09102
H18 2.66137 -0.95654 2.92449
H19 -5.03610 2.56614 -1.14595
O6 5.19588 -1.86838 -1.76151

Properties
LUMO level in eV: -1.24
Frontier orbital gap in eV: 7.663
Multiplicity: 1
ΔE to the lowest compared entry with this formula, charge and spin in kcal per mole: 128.5
DFT total energy in Ha: -1563.3967

---

Entry 2:
This record from the OMol25 dataset describes a structure of composition C17H20BBr3FNO4P in a non-equilibrium geometry. The level of theory is the ωB97M-V functional and the def2-TZVPD basis.

Geometry (Å):
H1 4.22806 3.66879 -0.81149
H2 2.93296 0.63664 -1.51800
H3 -0.12074 -2.01821 -1.23567
C1 -0.26080 -0.25936 1.35321
H4 -8.45721 2.70331 -2.18781
P1 1.17269 0.51532 0.36164
O1 2.31510 -0.40623 2.88045
O2 5.00659 1.36401 3.17130
C2 3.10154 -4.21500 -1.06569
C3 -7.67698 2.38861 -1.48693
H5 -4.08299 -3.62403 0.18655
H6 4.22480 -0.91578 0.76128
C4 -2.49115 0.57478 -0.35870
C5 -3.92989 0.11424 -1.07495
H7 1.74980 4.02121 -2.59384
C6 -2.30849 -2.04036 0.66974
H8 -0.48193 0.47088 2.26829
Br1 -6.07850 2.03497 -2.53763
H9 -2.09434 1.67067 -0.47890
F1 3.46555 1.32269 5.03508
O3 3.27954 3.93555 -0.54067
H10 0.84952 -4.49681 -1.97794
H11 0.63764 1.83468 0.61683
C7 3.75715 1.56576 3.59696
H12 -4.58474 0.87268 -1.71199
H13 0.08664 -1.27595 1.82950
C8 1.56177 -3.74015 -1.39492
H14 -1.72583 -2.85185 1.30524
C9 -1.65029 -0.50764 0.53415
Br2 -8.32661 0.78604 -0.59576
C10 0.98870 -2.24089 -0.92807
C11 -3.71888 -2.50791 -0.02069
Br3 -7.41153 3.85498 -0.23646
C12 2.12446 0.64927 2.03909
N1 2.68597 1.97468 2.59507
C13 -4.57147 -1.41543 -0.89961
H15 5.16426 -3.45257 -0.02528
C14 2.63070 1.34512 -0.62433
H16 -5.59017 -1.76277 -1.36075
B1 2.32967 2.89506 -1.06690
C15 3.49343 -1.65121 0.17886
H17 3.43981 -5.30828 -1.39232
C16 1.95726 -1.15723 -0.09974
C17 4.06028 -3.14070 -0.27135
H18 3.55440 1.30802 0.12982
H19 0.43406 0.52478 -0.88945
H20 3.06574 2.57368 1.83400
O4 1.26448 3.38192 -1.96122

Properties
LUMO level in eV: 1.25
Frontier orbital gap in eV: 6.289
Total charge: -1
Multiplicity: 1
DFT total energy in Ha: -9202.9826

---

Entry 3:
This record from the OMol25 dataset describes a structure of composition C17H20BF6IrN4OS2 in a non-equilibrium geometry. The level of theory is the ωB97M-V functional and the def2-TZVPD basis.

Geometry (Å):
C1 -2.12930 0.14991 -2.55852
H1 4.57417 -2.45188 -1.31353
H2 2.52811 1.16364 2.27333
H3 3.51776 0.47956 -3.02960
C2 3.19645 -0.52565 -2.76766
C3 2.70312 0.01350 -0.37452
C4 -0.18383 -1.39102 4.20083
F1 -0.95730 -1.89466 -2.81024
H4 -2.39696 -1.53366 1.79769
H5 1.75622 -0.52832 4.80901
H6 -3.37838 -1.57191 -2.32080
H7 -4.24693 -0.03471 -2.27663
H8 -2.57243 -2.14651 3.46680
H9 -1.93729 3.47666 -0.66841
H10 4.27205 -2.14511 1.41488
C5 4.01134 -1.73951 -0.73881
H11 -1.75027 1.09353 2.97765
H12 -1.86200 -3.16984 2.19625
S1 1.74495 1.42524 -0.72723
N1 3.29813 -0.72544 -1.33116
C6 0.27763 -1.18475 2.03960
F2 -2.64814 1.53882 -4.47035
N2 -0.64838 -1.61856 2.92527
F3 -1.23303 -0.73663 -4.61490
N3 3.07206 -0.48368 0.81662
F4 -1.11058 2.26706 -3.12837
S2 0.01762 -1.25505 0.32671
H13 3.84552 -1.25348 -3.24781
H14 0.70184 2.12525 2.52287
F5 -3.18072 2.27000 -2.50501
C7 -0.25676 3.09035 0.75123
C8 1.04600 -0.83875 4.06391
H15 -0.74927 -1.65864 5.07499
C9 3.86186 -1.58354 0.59593
H16 2.17481 -0.66870 -3.09404
H17 0.52748 3.73233 0.38743
C10 -1.49180 1.73840 2.15045
C11 -1.95147 -2.15315 2.57405
C12 -1.54997 2.95245 0.18938
C13 -2.30801 2.09827 1.06860
C14 -0.16696 2.20580 1.88878
H18 -3.32594 1.78675 0.89711
N4 1.33051 -0.73071 2.72346
H19 -3.70360 -0.69456 -3.83439
H20 3.52681 -0.40958 2.99707
O1 -1.89458 0.22463 -1.21358
B1 2.66881 -0.02671 2.24301
Ir1 -0.46889 1.08300 0.01522
C15 -2.25309 1.56150 -3.18166
F6 0.18561 -0.09209 -3.11696
C16 -3.45675 -0.58876 -2.77857
C17 -1.02620 -0.64107 -3.28542

Properties
LUMO level in eV: 0.16
Frontier orbital gap in eV: 7.584
Multiplicity: 1
DFT total energy in Ha: -2478.9331

---

Entry 4:
This record from the OMol25 dataset describes a cluster of 4 separate species, C17H20BN3O6S in total in a non-equilibrium geometry. The level of theory is the ωB97M-V functional and the def2-TZVPD basis.

Geometry (Å):
H1 2.30564 2.27271 -2.74994
C1 4.63478 -0.11928 -2.28552
H2 2.02623 1.00681 0.37123
H3 -3.82353 -4.54770 -1.16183
N1 -1.46671 2.24234 -1.20989
H4 -1.76746 3.33485 -2.91617
H5 4.78246 1.96772 -2.77730
C2 1.38778 0.09094 3.55418
H6 5.70496 -0.29644 -2.29063
C3 1.90324 1.06737 1.44713
C4 -2.65431 4.34491 0.17813
C5 2.74689 1.30598 -2.54153
S1 -1.20075 -1.52925 -0.65723
C6 -0.45135 -3.90882 -0.09753
N2 3.88181 -1.18204 -2.00460
O1 -4.59536 -3.96168 -1.14748
H7 1.09527 -0.75416 4.16503
O2 -3.71393 -1.81621 -0.42231
O3 -1.37452 -1.20320 0.72249
H8 -2.30938 3.13327 1.92512
C7 1.52543 -0.04561 2.18346
C8 -2.20786 3.22113 0.85213
O4 -4.67731 -3.34598 1.17506
H9 -2.83613 5.26662 -1.76064
H10 -3.11608 5.16285 0.71706
C9 1.94483 0.21410 -2.25362
H11 1.53374 1.47503 5.19835
N3 2.13879 2.26551 1.98309
H12 -1.42143 -3.94804 0.38808
H13 -3.95516 -3.88329 1.52972
O5 -2.64438 -2.17014 -1.28136
H14 2.19541 3.36255 3.71057
C10 1.99917 2.37617 3.30361
H15 -0.14536 -5.90148 0.18524
H16 1.39940 -4.90801 -0.12181
C11 -1.62309 2.20429 0.11435
H17 -1.25387 1.30718 0.59835
H18 1.34374 -0.99340 1.69521
C12 4.12166 1.14018 -2.55789
C13 -2.50098 4.40608 -1.19780
H19 1.97541 -1.88128 -1.75782
C14 1.62971 1.32683 4.13116
C15 2.56043 -1.00063 -1.99165
B1 -4.34010 -3.05252 -0.13147
O6 -0.03935 -2.73319 -0.70992
C16 0.32131 -4.94928 -0.03068
H20 0.86551 0.30381 -2.23196
C17 -1.90522 3.33241 -1.84012

Properties
LUMO level in eV: -0.04
Frontier orbital gap in eV: 9.500
Multiplicity: 1
DFT total energy in Ha: -1698.4663